Version 1
This record from the OMol25 dataset describes a 8-piece molecular cluster, C8H32N10O8 overall. The level of theory is ωB97M-V with the def2-TZVPD basis set.

Positions of all 58 atoms, in Å:
C  -4.21529  0.77474  2.05686
O  -3.55129  -0.43326  2.39286
N  -5.03329  0.97374  1.13086
N  -3.93529  1.91274  2.67686
H  -5.42529  0.07974  0.71886
H  -5.59329  1.87274  1.12486
H  -3.40929  1.79874  3.55486
H  -4.34629  2.85474  2.47886
C  -0.63329  1.87274  0.54186
O  0.74271  1.97874  0.60886
N  -1.42629  2.21274  1.56086
N  -1.25129  1.40174  -0.43414
H  -1.01229  2.52174  2.41786
H  -2.38329  1.89574  1.61486
H  -0.63029  1.17774  -1.25914
H  -2.21329  1.68274  -0.66114
C  3.85271  0.57474  1.80586
O  5.22871  0.56374  2.26586
N  3.04471  1.62274  1.90686
N  3.29271  -0.49226  1.39086
H  3.50471  2.46274  2.18986
H  2.05271  1.65974  1.64986
H  3.93871  -1.27526  1.35586
H  2.21871  -0.56226  1.19686
C  0.36071  1.77774  -3.43614
O  1.44271  2.63774  -3.38414
N  0.22671  0.69974  -2.65114
N  -0.62229  1.98374  -4.29014
H  0.92671  0.60174  -1.95814
H  -0.36329  -0.04226  -2.97614
H  -0.65729  2.79274  -4.91314
H  -1.47829  1.42374  -4.30714
C  -1.89929  -2.27026  -0.49114
O  -1.87729  -3.36626  0.37686
N  -2.12029  -1.05826  -0.08914
N  -1.79129  -2.30726  -1.78214
H  -2.30929  -1.09526  0.89986
H  -1.86229  -0.12226  -0.45214
H  -1.52329  -3.26526  -2.06214
H  -1.97729  -1.63926  -2.52914
C  1.72771  -3.98926  -0.35014
O  2.96771  -4.15826  -1.08314
H  1.37471  -2.97026  -0.42014
H  1.76971  -4.18926  0.74886
H  0.96071  -4.52226  -0.90114
H  3.53971  -3.46826  -0.78614
C  0.16471  -1.05226  2.15886
O  0.53071  -0.98626  0.85286
H  -0.81929  -1.47326  2.31086
H  0.31271  -0.14026  2.76886
H  0.91871  -1.76026  2.60286
H  -0.27129  -0.81626  0.35686
C  3.33771  0.86774  -1.66414
O  2.72371  -0.35326  -1.28914
H  2.70371  1.78074  -1.56814
H  3.69571  0.80574  -2.68014
H  4.14771  0.92874  -0.98814
H  2.92271  -0.38626  -0.31114

Orbital gap = 7.297 eV
Lowest unoccupied orbital energy = -0.900 eV
SMILES = NC(N)=O.NC(N)=O.NC(N)=O.NC(N)=O.NC(N)=O.CO.CO.CO



Version 2
This record from the OMol25 dataset describes a 8-piece molecular cluster, C8H32N10O8 overall. The level of theory is ωB97M-V with the def2-TZVPD basis set.

Positions of all 58 atoms, in Å:
C  -2.76636  0.53841  3.67202
O  -2.74936  1.89341  3.57902
N  -2.99636  -0.08859  4.77702
N  -2.29936  -0.29159  2.71202
H  -3.41536  0.50041  5.55602
H  -3.44036  -0.94759  4.78202
H  -2.18936  0.10241  1.78202
H  -2.35936  -1.27859  2.74302
C  1.00564  -1.45159  2.61102
O  0.63164  -2.29359  3.61002
N  2.17164  -1.37459  2.05802
N  0.20664  -0.51459  2.16802
H  2.79564  -2.14359  2.04602
H  2.41164  -0.49259  1.54402
H  -0.74336  -0.44859  2.60702
H  0.31264  -0.07159  1.24002
C  2.15664  0.61341  -0.23198
O  0.80964  0.42941  -0.59498
N  3.06764  0.12541  -0.94798
N  2.60064  1.06341  0.93802
H  2.86464  0.06341  -1.94198
H  4.04964  0.32641  -0.75998
H  2.04764  1.55741  1.72202
H  3.56064  1.36741  1.02602
C  1.49464  0.11541  -4.25698
O  1.61164  -0.49659  -5.52998
N  0.57864  -0.19759  -3.41398
N  2.37364  0.75941  -3.55098
H  -0.29636  -0.59659  -3.77398
H  0.56264  0.17941  -2.46498
H  3.27064  0.96541  -4.04198
H  2.16364  1.59641  -2.93998
C  0.63064  3.20941  2.07902
O  0.05464  3.07841  0.82602
N  0.85164  4.35741  2.63202
N  1.04964  2.22941  2.80802
H  0.62864  5.14341  2.00002
H  1.43764  4.55141  3.43802
H  0.68264  1.26541  2.65402
H  1.36164  2.44041  3.74902
C  -0.67536  -2.48359  -0.62998
O  -1.24336  -3.67859  -0.32698
H  -0.80736  -2.27859  -1.70998
H  0.45064  -2.42059  -0.39998
H  -1.13236  -1.75359  0.01202
H  -0.70336  -4.42059  -0.50598
C  -2.44436  0.78741  -1.05898
O  -1.85536  0.97641  0.26202
H  -2.13836  1.68041  -1.67398
H  -3.54336  0.77941  -0.88598
H  -2.04536  -0.07159  -1.58298
H  -1.05936  1.50641  0.23202
C  -1.30836  -2.53559  -5.08798
O  -1.79836  -1.52859  -4.22098
H  -2.13236  -3.20759  -5.27198
H  -0.55536  -3.10159  -4.58098
H  -0.87736  -2.09459  -5.94498
H  -2.32036  -1.93959  -3.53398

Orbital gap = 8.685 eV
Lowest unoccupied orbital energy = -0.165 eV
SMILES = NC(N)=O.NC(N)=O.NC(N)=O.NC(N)=O.NC(N)=O.CO.CO.CO



Relative to the most stable one, in hartree, the structures come out at version 1 0.0479; version 2 0.0000.



Version 1
This record from the OMol25 dataset describes one molecule with the formula C4H4ClF. The level of theory is ωB97M-V with the def2-TZVPD basis set.

Positions of all 10 atoms, in Å:
C  0.58599  0.49254  0.00321
C  -0.75099  0.64042  0.09803
C  -1.72478  -0.40658  0.14618
C  -3.03384  -0.14404  -0.11457
H  -1.11100  1.64915  -0.04978
H  -1.36828  -1.40484  0.32310
H  -3.71599  -0.95858  -0.07732
H  -3.43080  0.86102  -0.29676
F  1.46661  1.48086  -0.00476
Cl  1.52755  -0.99815  -0.03844

Orbital gap = 9.527 eV
Lowest unoccupied orbital energy = 0.669 eV
SMILES = C=C/C=C(/F)Cl



Version 2
This record from the OMol25 dataset describes one molecule with the formula C4H4ClF. The level of theory is ωB97M-V with the def2-TZVPD basis set.

Positions of all 10 atoms, in Å:
C  2.11347  -0.19172  0.24648
C  0.64808  0.02728  0.16043
C  -0.56532  0.11736  -0.08714
C  -2.00557  0.33003  -0.27940
H  2.82754  0.47283  -0.28738
H  2.30836  -0.07310  1.33631
H  -2.34025  0.59192  -1.27783
H  -2.37028  1.21626  0.35426
F  2.47424  -1.42640  -0.27264
Cl  -3.09027  -1.06446  0.10690

Orbital gap = 10.967 eV
Lowest unoccupied orbital energy = 0.794 eV
SMILES = FCC#CCCl



Relative to the most stable one, in hartree, the structures come out at version 1 0.0000; version 2 0.0393.